Record 1
Formula: C16H11AlCl2N5OS
Source: OMol25
Level of theory: ωB97M-V/def2-TZVPD

Properties
* E_LUMO: -0.1558 Eh
* frontier orbital gap: 0.250 hartree
* electronic energy: -2526.36142 Eh
* relative energy (zero: lowest compared OMol25 entry of this formula, charge and spin): 0.000 eV
* charge: +1
* HOMO: -0.4063 hartree

XYZ file:
```
37
Properties=species:S:1:pos:R:3:mulliken_charge:R:1
Al 0.234 -0.236 -0.203 0.257
N 3.727 2.138 0.212 -0.373
C 2.567 1.563 -0.105 0.711
S 2.529 -0.174 -0.265 -0.437
N 1.549 2.393 -0.323 -1.489
N 0.435 1.709 -0.653 0.877
C -0.572 2.286 -1.184 -0.570
C -1.679 1.384 -1.537 0.970
C -2.798 1.774 -2.238 -0.945
C -3.740 0.809 -2.571 -0.179
C -3.539 -0.507 -2.191 -0.868
C -2.397 -0.827 -1.480 -0.058
N -1.490 0.102 -1.160 0.201
H 4.559 1.583 0.304 0.219
H 3.792 3.143 0.223 0.256
H -0.584 3.349 -1.398 0.467
H -2.923 2.810 -2.522 0.430
H -4.625 1.086 -3.130 0.438
H -4.251 -1.281 -2.437 0.424
H -2.178 -1.834 -1.151 0.589
Cl -0.080 -4.944 0.496 -0.190
C -0.084 -3.677 1.656 0.474
C -0.104 -3.990 3.035 -0.576
C -0.115 -3.012 3.983 0.552
Cl -0.139 -3.431 5.660 -0.226
C -0.104 -1.645 3.603 -0.421
C -0.106 -0.544 4.483 -0.549
C -0.087 0.733 3.986 -1.101
C -0.060 0.931 2.601 0.093
N -0.061 -0.078 1.753 0.034
C -0.084 -1.362 2.231 0.996
C -0.073 -2.374 1.234 -0.272
O -0.070 -1.971 -0.039 -0.637
H -0.112 -5.030 3.332 0.475
H -0.120 -0.717 5.551 0.459
H -0.087 1.590 4.643 0.409
H -0.025 1.927 2.177 0.560
```

***

Record 2
Formula: C16H11GaN3OS3
Source: OMol25
Level of theory: ωB97M-V/def2-TZVPD

Properties
* E_LUMO: 0.0934 Eh
* frontier orbital gap: 0.232 hartree
* electronic energy: -3975.27169 Eh
* charge: -1
* HOMO: -0.1388 hartree

XYZ file:
```
35
Properties=species:S:1:pos:R:3:mulliken_charge:R:1
Ga 12.537 8.666 5.286 -0.004
S 16.596 10.401 4.237 -0.292
C 15.815 8.883 4.031 0.773
S 14.205 8.835 3.389 -0.350
C 16.531 7.777 4.359 0.205
C 15.960 6.455 4.383 0.147
N 15.545 5.391 4.404 -0.559
C 17.907 7.885 4.798 -0.228
N 18.994 8.030 5.095 -0.506
C 12.483 5.385 4.207 -1.252
C 11.109 6.004 4.194 0.790
C 9.915 5.216 4.127 -0.713
C 8.703 5.823 4.136 -0.691
C 8.585 7.236 4.181 0.879
C 7.374 7.959 4.157 -0.931
C 7.363 9.325 4.208 -0.459
C 8.599 10.036 4.185 -0.588
C 9.777 9.351 4.103 0.574
S 11.272 10.205 3.877 -0.421
C 9.788 7.935 4.170 -0.123
N 11.005 7.310 4.211 -0.100
H 12.505 4.318 4.078 0.373
H 13.013 5.604 5.149 0.285
H 13.087 5.815 3.420 0.252
H 10.014 4.134 4.124 0.360
H 7.772 5.280 4.172 0.390
H 6.460 7.408 4.062 0.350
H 6.410 9.852 4.120 0.329
H 8.617 11.141 4.148 0.353
C 14.546 12.216 3.373 -0.931
C 15.162 11.560 4.578 0.650
O 14.954 11.805 5.713 -0.456
H 15.294 12.389 2.583 0.342
H 14.152 13.148 3.737 0.340
H 13.710 11.645 2.912 0.212
```

***

Record 3
Formula: C16H12AsBrMnN2S5Te
Source: OMol25
Level of theory: ωB97M-V/def2-TZVPD

Properties
* 2S+1: 2
* E_LUMO (spin up / spin down): 0.1353 / 0.1353 Eh
* frontier orbital gap (spin up / spin down): 0.176 / 0.180 hartree
* electronic energy: -8946.28085 Eh
* relative energy (zero: lowest compared OMol25 entry of this formula, charge and spin): 0.000 eV
* charge: -2
* HOMO (spin up / spin down): -0.0411 / -0.0450 hartree

XYZ file:
```
39
Properties=species:S:1:pos:R:3:lowdin_spin:R:1
Mn -0.665 -1.688 -0.060 0.820
S -4.159 -4.680 1.374 0.006
As -2.136 -4.057 1.320 0.010
S -1.463 -3.714 -0.787 -0.001
S -1.874 -1.898 1.852 -0.036
S -0.735 -5.233 2.408 0.008
Br -1.805 5.683 -0.140 0.001
C -1.185 3.903 0.139 0.004
C -2.107 2.877 0.288 0.000
C -1.652 1.586 0.478 0.003
C -0.283 1.319 0.504 0.002
C 0.623 2.364 0.358 0.004
C 0.174 3.663 0.176 0.000
N 0.144 -0.013 0.659 0.034
C 1.215 -0.221 1.424 0.055
C 1.747 -1.528 1.410 0.028
C 2.850 -1.934 2.183 0.010
C 3.313 -3.216 2.055 0.019
C 2.662 -4.089 1.173 0.020
C 1.567 -3.648 0.470 0.014
N 1.111 -2.382 0.547 0.024
H -3.168 3.080 0.245 0.000
H -2.342 0.759 0.587 0.000
H 1.684 2.150 0.341 0.000
H 0.876 4.474 0.036 0.000
H 1.655 0.559 2.036 0.003
H 3.306 -1.229 2.867 0.000
H 4.155 -3.555 2.647 0.001
H 2.954 -5.125 1.085 0.001
H 1.008 -4.295 -0.189 0.000
Te -1.859 -0.889 -2.235 -0.021
C -1.316 1.107 -2.753 -0.005
C -0.088 1.702 -2.838 0.000
C -0.131 3.064 -3.247 0.000
C -1.398 3.503 -3.481 -0.001
S -2.529 2.249 -3.186 -0.001
H 0.824 1.173 -2.597 0.000
H 0.744 3.691 -3.357 0.000
H -1.715 4.486 -3.789 0.000
```

***

Record 4
Formula: C16H12ClN3O2
Source: OMol25
Level of theory: ωB97M-V/def2-TZVPD

Properties
* E_LUMO: 0.0105 Eh
* SMILES: COc1cnc(-c2ccccn2)nc1Oc1ccc(Cl)cc1
* frontier orbital gap: 0.319 hartree
* electronic energy: -1391.84107 Eh
* HOMO: -0.3082 hartree

XYZ file:
```
34
Properties=species:S:1:pos:R:3:mulliken_charge:R:1
C 1.389 4.108 2.199 -0.924
O 0.597 3.310 1.348 -0.372
C 0.912 2.001 1.242 0.585
C 1.947 1.333 1.878 -0.253
N 2.168 0.039 1.704 -0.451
C 1.369 -0.627 0.896 -0.762
C 1.622 -2.063 0.712 0.714
C 0.804 -2.847 -0.103 0.074
C 1.090 -4.194 -0.234 -0.681
C 2.178 -4.716 0.447 -0.403
C 2.930 -3.851 1.232 -0.270
N 2.665 -2.569 1.363 -0.435
N 0.338 -0.085 0.229 -0.437
C 0.103 1.197 0.387 0.352
O -0.890 1.856 -0.224 -0.113
C -1.819 1.332 -1.083 -0.064
C -2.730 2.267 -1.578 -0.486
C -3.725 1.881 -2.452 -0.574
C -3.815 0.551 -2.836 0.286
Cl -5.061 0.061 -3.930 -0.220
C -2.918 -0.384 -2.351 -0.646
C -1.919 0.003 -1.475 0.540
H 1.346 3.754 3.233 0.377
H 0.964 5.108 2.140 0.225
H 2.431 4.134 1.867 0.376
H 2.630 1.831 2.551 0.500
H -0.033 -2.404 -0.615 0.359
H 0.474 -4.827 -0.857 0.431
H 2.436 -5.761 0.372 0.367
H 3.791 -4.206 1.784 0.406
H -2.637 3.294 -1.263 0.434
H -4.428 2.605 -2.833 0.410
H -2.997 -1.416 -2.656 0.425
H -1.216 -0.715 -1.092 0.230
```